1.
# C6H6N3O

A gas-phase ion, C6H6N3O (charge +1) (ωB97M-V/def2-TZVPD, the Open Molecules 2025 dataset).

The total charge is +1. The energy above the lowest of the compared OMol25 structures with the same formula, charge and spin comes out at 190.57 kcal per mole. As for the SMILES: [H]/N=N/C1=C=C=CC=[N+]1OC.

XYZ file:
```
16
Properties=species:S:1:pos:R:3:forces:R:3:nbo_charge:R:1
H 1.210918 -1.357946 3.679597 -1.9 0.6 -2.0 0.3730
N 0.398061 -1.070077 2.951955 1.5 -0.6 2.0 -0.1540
N 0.600062 0.091187 2.642761 2.4 -1.2 2.6 -0.1196
C -0.020097 0.905033 1.852786 -3.3 3.1 -2.2 0.3403
C -0.623941 2.158212 2.096717 0.6 0.6 -0.1 -0.0027
C -0.967864 3.014317 1.259405 0.4 -1.7 1.3 0.1862
C -1.029610 2.926891 -0.123604 -0.5 -0.8 -0.7 -0.2631
C -0.536675 1.664591 -0.435418 -0.6 -1.0 -0.2 0.0639
N -0.142131 0.690912 0.520047 1.0 -0.6 -2.3 -0.0292
O 0.478246 -0.523910 0.024058 -1.0 1.6 0.2 -0.3229
C -0.427332 -1.674330 0.184552 -0.8 2.1 -1.4 -0.2606
H -1.546684 3.565336 -0.878367 0.9 -0.4 0.8 0.2929
H -0.604976 1.273655 -1.455479 0.4 0.0 0.4 0.2671
H 0.114122 -2.502704 -0.124430 1.4 -1.4 -0.5 0.2259
H -1.278036 -1.590610 -0.512632 0.1 0.2 0.6 0.2018
H -0.622594 -1.714338 1.210524 -1.0 -0.5 1.2 0.2013
```
Positions in Å, forces in eV/Å.


2.
# C5H10O

A single C5H10O molecule (ωB97M-V/def2-TZVPD, the Open Molecules 2025 dataset).

The energy above the lowest of the compared OMol25 structures with the same formula, charge and spin comes out at 87.39 kcal per mole.

XYZ file:
```
16
Properties=species:S:1:pos:R:3:forces:R:3:nbo_charge:R:1
O -1.841065 0.284927 1.853337 0.1 -0.1 0.1 -0.7247
C -1.435649 1.178388 0.854581 0.0 0.2 -0.3 -0.0470
C -0.988937 0.418816 -0.402721 0.0 -0.1 0.0 -0.6043
C -0.239820 -0.816895 -0.119977 0.0 0.1 -0.3 0.1180
C 1.868118 -0.316984 -0.487164 0.0 0.1 -0.2 -0.6039
C 0.730682 -1.152700 -1.173864 0.1 -0.1 0.1 -0.5357
H -1.248578 -0.482067 1.752296 -0.1 0.0 0.0 0.4908
H -0.602993 1.820232 1.190770 -0.1 -0.1 0.0 0.1503
H -2.279550 1.839383 0.626354 0.1 -0.1 0.0 0.1770
H -0.612297 1.088307 -1.195198 0.0 -0.1 0.1 0.1957
H -1.875842 -0.101182 -0.823328 -0.1 0.0 0.0 0.2784
H 1.706314 -0.369385 0.596615 0.2 0.1 0.0 0.2380
H 1.831740 0.737362 -0.792057 0.0 -0.4 0.1 0.2144
H 2.855629 -0.743116 -0.695398 -0.3 0.1 0.0 0.2395
H 0.515154 -0.800294 -2.194384 0.1 0.1 0.2 0.1966
H 1.026492 -2.206192 -1.189706 -0.1 0.2 0.0 0.2170
```
Positions in Å, forces in eV/Å.


Among the records above, which one has the highest energy above the lowest of the compared OMol25 structures with the same formula, charge and spin? C6H6N3O